A gas-phase ion, C23H42BF2N6O7 (charge +1). Source: OMol25; level of theory: ωB97M-V/def2-TZVPD.

Last columns: bonded neighbours and bond lengths (Å).
Cartesian coordinates (Å):
1 C -4.3544 2.2551 3.8055  O2 1.471, H40 1.172, H41 1.194, H42 1.170
2 O -4.4283 1.4994 2.5454  C1 1.471, C3 1.471
3 C -5.2302 2.1892 1.5229  O2 1.471, C4 1.671, H43 1.176, H44 1.176
4 C -4.2411 2.4633 0.2044  C3 1.671, C5 1.649, H45 1.183, H46 1.175
5 C -2.9915 3.3770 0.7713  C4 1.649, C6 1.645, H47 1.188, H48 1.179
6 C -1.9301 3.8315 -0.4008  C5 1.645, C7 1.640, H49 1.189, H50 1.170
7 C -0.7410 4.7658 0.2330  C6 1.640, C8 1.660, H51 1.190, H52 1.191
8 C 0.5900 3.9125 0.7401  C7 1.660, C9 1.641, H53 1.191, H54 1.170
9 C 1.8084 4.3115 -0.2842  C8 1.641, C10 1.640, H55 1.171, H56 1.194
10 C 3.1275 3.3407 -0.2051  C9 1.640, C11 1.640, H57 1.189, H58 1.190
11 C 2.8207 1.7365 -0.3479  C10 1.640, C12 1.652, H59 1.192, H60 1.170
12 C 2.4823 1.2410 -1.8873  C11 1.652, C13 1.640, H61 1.188, H62 1.194
13 C 0.9193 1.6169 -2.2108  C12 1.640, N14 1.512, H63 1.172, H64 1.178
14 N 0.1458 0.5585 -2.9643  C13 1.512, B15 1.547, C18 1.372
15 B -0.3228 0.9164 -4.3949  N14 1.547, O16 1.487, O17 1.504
16 O 0.2885 0.2997 -5.6017  B15 1.487, H65 1.022
17 O -1.4673 1.8914 -4.4415  B15 1.504, H66 1.018
18 C -0.2270 -0.6776 -2.4991  N14 1.372, N19 1.516, N38 1.512
19 N -1.0353 -1.7480 -3.2061  C18 1.516, C20 1.541
20 C -1.1620 -2.8854 -2.1739  N19 1.541, N21 1.543, N28 1.540
21 N -1.9338 -4.2064 -2.3716  C20 1.543, C22 1.541, C25 1.538
22 C -3.1809 -4.0085 -1.4876  N21 1.541, O23 1.346, F24 1.485
23 O -3.6917 -2.7655 -1.4087  C22 1.346
24 F -3.8196 -5.0874 -0.6910  C22 1.485
25 C -2.5224 -4.2413 -3.7926  N21 1.538, O26 1.361, F27 1.496
26 O -3.8628 -4.3683 -3.9924  C25 1.361
27 F -1.6993 -4.1027 -5.0337  C25 1.496
28 N -0.4082 -2.5521 -0.8736  C20 1.540, C29 1.524, N38 1.414
29 C -0.2336 -3.3968 0.3832  N28 1.524, C30 1.649, H67 1.170, H68 1.191
30 C 0.9827 -4.4735 0.1005  C29 1.649, C31 1.639, H69 1.194, H70 1.171
31 C 2.4913 -3.8365 0.1789  C30 1.639, C32 1.639, H71 1.194, H72 1.172
32 C 3.3436 -4.2289 1.5233  C31 1.639, N33 1.513, H73 1.179, H74 1.192
33 N 2.6888 -3.8493 2.8331  C32 1.513, C34 1.543, C35 1.513
34 C 3.8110 -4.0323 3.8763  N33 1.543, H75 1.194, H76 1.192, H77 1.185
35 C 2.3499 -2.3773 2.9197  N33 1.513, C36 1.642, O37 1.361
36 C 3.2808 -1.1273 2.4043  C35 1.642, H78 1.185, H79 1.191, H80 1.194
37 O 1.1789 -2.0369 3.5237  C35 1.361
38 N 0.0881 -1.2547 -1.1381  C18 1.512, N28 1.414, O39 1.344
39 O 0.7516 -0.7778 -0.0715  N38 1.344, H81 1.006
40 H -5.0824 1.7515 4.5744  C1 1.172
41 H -3.2588 2.1224 4.2602  C1 1.194
42 H -4.5190 3.4094 3.7045  C1 1.170
43 H -6.1558 1.5210 1.2411  C3 1.176
44 H -5.6525 3.2363 1.8504  C3 1.176
45 H -3.9036 1.4192 -0.2374  C4 1.183
46 H -4.8795 2.9841 -0.6328  C4 1.175
47 H -2.3600 2.7539 1.5616  C5 1.188
48 H -3.4410 4.3706 1.2192  C5 1.179
49 H -2.5608 4.4647 -1.1856  C6 1.189
50 H -1.5666 2.8614 -0.9451  C6 1.170
51 H -0.3876 5.4939 -0.6398  C7 1.190
52 H -1.1504 5.4897 1.0856  C7 1.191
53 H 0.7955 4.2205 1.8723  C8 1.191
54 H 0.3002 2.7786 0.7513  C8 1.170
55 H 1.3957 4.4067 -1.3759  C9 1.171
56 H 2.1724 5.3998 0.0448  C9 1.194
57 H 3.7508 3.4866 0.7963  C10 1.189
58 H 3.8769 3.6435 -1.0784  C10 1.190
59 H 3.8083 1.1568 -0.0156  C11 1.192
60 H 2.0041 1.4542 0.4413  C11 1.170
61 H 2.6760 0.0685 -1.8957  C12 1.188
62 H 3.2557 1.6952 -2.6751  C12 1.194
63 H 0.3401 1.8355 -1.2158  C13 1.172
64 H 0.9210 2.6034 -2.8544  C13 1.178
65 H 0.7975 -0.5294 -5.2886  O16 1.022
66 H -1.8718 1.8744 -3.5078  O17 1.018
67 H -0.1071 -2.7780 1.3682  C29 1.170
68 H -1.2316 -4.0315 0.5218  C29 1.191
69 H 0.8353 -4.8594 -1.0195  C30 1.194
70 H 0.9274 -5.4150 0.7940  C30 1.171
71 H 3.0951 -4.2986 -0.7415  C31 1.194
72 H 2.5453 -2.6735 0.0411  C31 1.172
73 H 4.3899 -3.6894 1.4655  C32 1.179
74 H 3.5774 -5.3968 1.4851  C32 1.192
75 H 4.7778 -3.3934 3.5902  C34 1.194
76 H 3.4266 -3.5480 4.8955  C34 1.192
77 H 4.0737 -5.1754 4.0474  C34 1.185
78 H 2.9323 -0.6692 1.3682  C36 1.185
79 H 3.2096 -0.2304 3.1848  C36 1.191
80 H 4.4424 -1.3987 2.3557  C36 1.194
81 H 0.1358 -0.5869 0.7013  O39 1.006

Summary:
SMILES	COCCCCCCCCCCCN(B(O)O)c1nc(N(C(=O)F)C(=O)F)n(CCCCN(C)C(C)=O)[n+]1O
net charge	+1
orbital gap	7.0772	eV
HOMO level	-11.49	eV

These are the Löwdin partial charges, in e, on atoms 1 to 4: number 1, C, carries -0.128; number 2, O, carries -0.273; number 3, C, carries -0.222; number 4, C, carries -0.171